Record 1
This record from the OMol25 dataset describes C3H8N4O as an isolated structure. The level of theory is the ωB97M-V functional and the def2-TZVPD basis.

energy above the lowest of the compared OMol25 structures with the same formula, charge and spin: 1119.2 kJ/mol
HOMO-LUMO gap: 0.3257 Ha
largest force on an atom: 0.1972 Eh/bohr
molar mass: 116.12 g mol⁻¹

Last column: Mulliken charge in e.
Positions of all 16 atoms, in Å:
C -2.238 -0.848 -0.124  -0.68
C 0.622 1.556 -0.287  0.49
C 2.315 -1.357 -0.006  -0.30
H -3.687 -0.434 0.068  0.21
H -2.118 -0.826 -1.489  0.24
H -1.788 -2.012 0.740  0.26
H -1.339 0.612 1.412  0.24
H -1.500 2.032 -0.547  0.24
H 2.330 0.824 0.340  0.36
H 3.015 -1.197 1.169  0.23
H 2.699 -2.340 -0.605  0.25
N -1.156 0.255 0.252  -0.30
N -0.761 1.310 -0.344  -0.18
N 1.309 0.470 0.002  0.08
N 1.222 -0.748 -0.566  -0.46
O 1.075 2.703 -0.015  -0.68

***

Record 2
This record from the OMol25 dataset describes C28H31CoN6O4 as an isolated structure. The level of theory is the ωB97M-V functional and the def2-TZVPD basis.

net charge: -1
energy above the lowest of the compared OMol25 structures with the same formula, charge and spin: 0.0 kJ/mol
HOMO-LUMO gap (alpha / beta): 0.2424 / 0.2430 Ha
largest force on an atom: 0.0060 Eh/bohr
molar mass: 574.53 g mol⁻¹
2S+1: 2

Last column: Mulliken charge in e.
Positions of all 70 atoms, in Å:
Co 0.426 -0.482 0.069  0.40
C -0.989 1.889 -2.894  -1.31
C -0.742 2.829 -1.714  -0.32
C 0.460 2.454 -0.836  -1.63
N 0.206 1.499 0.227  0.03
C -0.176 1.905 1.410  0.79
C -0.601 3.240 1.677  -0.54
C -1.051 3.846 2.834  -0.72
C -1.190 3.359 4.126  -0.77
C -0.835 2.080 4.541  -0.61
C -0.307 1.015 3.843  -0.95
C -0.013 0.844 2.460  1.16
N 0.506 -0.255 1.982  0.81
C 1.174 -1.224 2.827  -1.20
C 2.377 -1.863 2.112  -1.02
C 3.161 -0.923 1.187  -1.01
N 2.413 -0.757 -0.037  0.08
C 2.938 -0.614 -1.211  0.74
C 4.327 -0.339 -1.423  -1.15
C 5.091 -0.360 -2.564  -0.44
C 4.748 -0.708 -3.871  -0.59
C 3.476 -1.063 -4.291  -0.42
C 2.258 -1.068 -3.633  -0.88
C 1.909 -0.700 -2.304  1.20
N 0.677 -0.532 -1.881  0.45
C -0.458 -0.621 -2.777  -1.40
C -1.480 0.482 -2.517  0.77
H -0.064 1.811 -3.476  0.43
H -1.722 2.364 -3.554  0.37
H -1.642 2.889 -1.093  0.21
H -0.570 3.837 -2.107  0.44
H 0.895 3.364 -0.408  0.78
H 1.229 2.013 -1.475  0.43
H -0.605 3.885 0.809  0.22
H -1.347 4.883 2.699  0.30
H -1.592 4.033 4.872  0.31
H -0.998 1.878 5.597  0.31
H -0.139 0.128 4.439  0.35
H 0.483 -2.016 3.144  0.14
H 1.536 -0.726 3.733  0.78
H 2.041 -2.705 1.507  0.30
H 3.049 -2.254 2.882  0.49
H 4.147 -1.361 0.994  0.67
H 3.324 0.051 1.670  0.23
H 4.852 -0.054 -0.519  0.34
H 6.132 -0.088 -2.412  0.30
H 5.541 -0.724 -4.608  0.31
H 3.409 -1.380 -5.329  0.29
H 1.435 -1.417 -4.240  0.32
H -0.935 -1.599 -2.638  0.22
H -0.163 -0.552 -3.827  0.53
H -1.767 0.457 -1.467  -1.09
H -2.375 0.234 -3.096  0.68
C -3.582 1.056 0.702  -0.83
C -3.222 -0.388 0.655  -0.03
N -2.018 -0.880 0.460  0.19
C -2.153 -2.244 0.472  -0.15
C -3.466 -2.581 0.675  0.00
N -4.125 -1.386 0.792  -0.08
C -4.235 -3.842 0.802  0.51
O -3.561 -4.950 0.678  -0.61
O -5.437 -3.784 1.000  -0.69
C -0.968 -3.135 0.273  0.59
O -1.171 -4.378 0.314  -0.94
O 0.138 -2.581 0.124  -0.39
H -2.684 1.647 0.860  -0.09
H -4.279 1.262 1.515  0.47
H -4.044 1.373 -0.236  0.24
H -5.116 -1.326 0.967  0.25
H -2.536 -4.746 0.510  0.41

***

Record 3
This record from the OMol25 dataset describes a 4-piece molecular cluster, C4H18NO3 overall. The level of theory is the ωB97M-V functional and the def2-TZVPD basis.

net charge: +1
energy above the lowest of the compared OMol25 structures with the same formula, charge and spin: 76.7 kJ/mol
HOMO-LUMO gap: 0.4437 Ha
largest force on an atom: 0.0464 Eh/bohr
molar mass: 128.19 g mol⁻¹

Last column: Mulliken charge in e.
Positions of all 26 atoms, in Å:
C 0.216 -0.868 0.360  -0.73
C -1.316 -0.834 0.060  -0.64
C -2.115 0.216 0.814  -0.44
C -1.979 1.673 0.301  -1.22
N 0.844 0.284 -0.450  0.04
H 0.275 -0.711 1.440  0.37
H 0.722 -1.779 0.078  0.41
H -1.449 -0.794 -1.017  0.32
H -1.618 -1.858 0.256  0.38
H -3.176 -0.012 0.826  0.39
H -1.975 0.280 1.884  0.33
H -0.994 2.084 0.509  0.35
H -2.827 2.202 0.746  0.35
H -1.955 1.829 -0.789  0.33
H 0.360 1.093 -0.059  0.10
H 0.730 0.209 -1.465  0.30
H 1.867 0.325 -0.211  0.42
H 3.593 2.373 -0.040  0.31
H 2.942 2.257 1.399  0.30
O 2.935 1.920 0.503  -0.62
H 0.223 -2.940 2.707  0.29
H 1.238 -3.716 1.890  0.29
O 0.556 -3.046 1.800  -0.58
H 0.388 0.411 -4.084  0.32
H 1.451 -0.672 -3.969  0.32
O 1.065 0.072 -3.491  -0.67

***

Record 4
This record from the OMol25 dataset describes the molecule C3H6ClFN2. The level of theory is the ωB97M-V functional and the def2-TZVPD basis.

energy above the lowest of the compared OMol25 structures with the same formula, charge and spin: 182.2 kJ/mol
HOMO-LUMO gap: 0.3732 Ha
largest force on an atom: 0.0310 Eh/bohr
molar mass: 124.55 g mol⁻¹
SMILES string: CN/N=C\[C@H](F)Cl

Last column: Mulliken charge in e.
Positions of all 13 atoms, in Å:
C 1.403 0.762 -0.247  -0.80
N 1.001 -0.569 -0.632  -0.29
N 0.468 -1.301 0.512  -0.50
C -0.766 -1.020 0.712  -0.14
C -1.497 0.063 -0.036  0.21
F -1.517 1.173 0.774  -0.24
Cl -3.177 -0.301 -0.374  -0.18
H 2.089 0.758 0.599  0.35
H 1.904 1.303 -1.054  0.32
H 0.556 1.423 0.033  0.26
H 1.816 -1.109 -0.890  0.31
H -1.264 -1.547 1.550  0.38
H -1.017 0.366 -0.947  0.31

***

Record 5
This record from the OMol25 dataset describes the molecule C5H8O. The level of theory is the ωB97M-V functional and the def2-TZVPD basis.

energy above the lowest of the compared OMol25 structures with the same formula, charge and spin: 330.5 kJ/mol
HOMO-LUMO gap: 0.3763 Ha
largest force on an atom: 0.0168 Eh/bohr
molar mass: 84.12 g mol⁻¹
SMILES string: CC#CCOC

Last column: Mulliken charge in e.
Positions of all 14 atoms, in Å:
C 1.900 0.811 0.690  -1.16
C 1.354 -0.059 -0.329  0.41
C 0.781 -0.806 -1.090  -0.24
C -0.572 -1.381 -0.953  -0.25
O -1.087 -0.891 0.280  -0.38
C -1.568 0.436 0.280  -0.74
H 1.849 0.315 1.667  0.27
H 2.936 1.034 0.446  0.34
H 1.325 1.742 0.751  0.27
H -0.546 -2.466 -0.842  0.28
H -1.226 -1.126 -1.797  0.34
H -2.651 0.388 0.424  0.27
H -1.144 1.014 1.117  0.22
H -1.350 0.988 -0.645  0.37

***

Record 6
This record from the OMol25 dataset describes the molecule C3H6ClN. The level of theory is the ωB97M-V functional and the def2-TZVPD basis.

energy above the lowest of the compared OMol25 structures with the same formula, charge and spin: 79.0 kJ/mol
HOMO-LUMO gap: 0.3680 Ha
largest force on an atom: 0.0797 Eh/bohr
molar mass: 91.54 g mol⁻¹
SMILES string: [H]/N=C(/C)CCl

Last column: Mulliken charge in e.
Positions of all 11 atoms, in Å:
H 0.981 1.071 2.006  0.21
N 1.073 0.572 1.170  -0.49
C 0.349 0.238 0.252  0.44
C 1.025 -0.520 -0.882  -0.96
C -1.352 0.354 0.163  -0.47
Cl -2.239 -0.929 1.105  -0.19
H 2.036 -0.301 -0.990  0.35
H 0.912 -1.591 -0.623  0.24
H 0.335 -0.346 -1.735  0.28
H -1.517 1.405 0.350  0.38
H -1.603 0.047 -0.817  0.22

***

Number 5 is which compound?
C5H8O

***

Look up the energy above the lowest of the compared OMol25 structures with the same formula, charge and spin of the second one.
0.0 kJ/mol

***

Among the records above, which one has the highest largest force on an atom?
C3H8N4O